Record 1
Computed, not measured: a structure of composition C4H12IO4 at a distorted geometry, with ωB97M-V with the def2-TZVPD basis set.

XYZ file:
```
21
Properties=species:S:1:pos:R:3
I -1.0520 0.2828 0.2348
C -0.0533 2.5382 -1.5642
C 0.2995 3.9375 -2.2266
O 1.6578 4.1435 -2.1171
O -0.1188 2.4976 -0.1487
H 0.6333 1.7852 -1.9512
H -0.9975 2.1358 -1.9312
H -0.1984 4.6936 -1.6196
H 0.0149 4.0249 -3.2752
H 1.9579 3.8221 -1.2637
H -0.6590 1.7528 0.1253
C 0.0806 -4.1425 1.4409
C -0.1461 -2.6640 1.1721
O -1.0827 -1.9470 1.9565
O 0.5262 -4.2848 2.7778
H 0.8166 -4.5063 0.7239
H -0.8198 -4.7323 1.2692
H -0.3647 -2.5563 0.1097
H 0.7152 -2.0104 1.3101
H -1.1481 -1.0321 1.6733
H -0.0618 -3.7381 3.3040
```

Computed properties:
net charge: -1
HOMO: -3.76 eV
calculated total energy: -758.1746 Eh
frontier orbital gap: 7.16 eV

---

Record 2
Computed, not measured: a cluster of 2 separate species, C4H12N2 in total, with ωB97M-V with the def2-TZVPD basis set.

XYZ file:
```
18
Properties=species:S:1:pos:R:3
C -0.2105 -1.8834 0.2075
C 1.3014 -1.6999 0.3644
C 2.0161 0.4960 0.6702
N 1.7801 -0.4868 -0.2151
H -0.5342 -2.8781 0.5267
H -0.7382 -1.1198 0.7861
H -0.5029 -1.7348 -0.8342
H 1.7978 -2.5463 -0.1444
H 1.5428 -1.7424 1.4464
H 1.6582 0.4803 1.6995
H 2.4858 1.4201 0.3353
C -1.0668 2.0147 -0.8204
N -2.1932 1.0773 -0.8380
H -0.9555 2.5658 0.1214
H -1.1765 2.7196 -1.6405
H -0.1489 1.4473 -0.9647
H -2.0130 0.3345 -0.1727
H -3.0423 1.5360 -0.5274
```

Computed properties:
expectation value of S²: 0.75
net charge: -1
HOMO (alpha / beta): 0.67 / -3.49 eV
2S+1: 2
calculated total energy: -269.0263 Eh
frontier orbital gap (alpha / beta): 3.45 / 7.56 eV

---

Record 3
Computed, not measured: a structure of composition C4H12N2 at a distorted geometry, with ωB97M-V with the def2-TZVPD basis set.

XYZ file:
```
18
Properties=species:S:1:pos:R:3
C -0.5685 0.2356 -0.3585
C 0.5685 -0.2354 0.3588
C -1.5748 -1.4354 0.1652
C 1.5750 1.4354 -0.1656
N -1.3326 1.3056 0.1175
N 1.3325 -1.3056 -0.1169
H -0.5066 0.1897 -1.4411
H 0.5068 -0.1890 1.4414
H -1.4675 1.2921 1.1197
H -2.2183 1.4038 -0.3578
H 1.4665 -1.2931 -1.1192
H 2.2185 -1.4036 0.3580
H -1.9394 -1.2861 1.1807
H -2.3930 -1.3833 -0.5521
H -1.0488 -2.3784 0.0570
H 2.3934 1.3833 0.5515
H 1.0491 2.3785 -0.0573
H 1.9391 1.2859 -1.1812
```

Computed properties:
HOMO: -7.11 eV
calculated total energy: -268.9807 Eh
frontier orbital gap: 8.27 eV

---

Record 4
Computed, not measured: a cluster of 2 separate species, C4H12N2 in total at a distorted geometry, with ωB97M-V with the def2-TZVPD basis set.

XYZ file:
```
18
Properties=species:S:1:pos:R:3
C 0.5606 -2.0389 -1.3737
C 0.1817 -1.9086 0.0947
N 1.1027 -1.0138 0.7640
H 0.2251 -1.1353 -1.8966
H 0.0755 -2.8871 -1.8457
H 1.6371 -2.0349 -1.5369
H 0.2332 -2.8967 0.5476
H -0.8723 -1.6008 0.1292
H 1.0323 -0.0959 0.3362
H 0.9489 -0.8962 1.7548
C -0.9255 2.1213 -0.7777
C -0.9397 1.7694 0.4996
N 0.0671 2.0240 1.4551
H -0.2146 2.8161 -1.1793
H -1.6391 1.6779 -1.4564
H -1.6092 0.9974 0.8600
H 0.5793 2.8897 1.3055
H -0.4431 2.2127 2.3195
```

Computed properties:
SMILES: C=CN.CCN
HOMO: -8.82 eV
calculated total energy: -269.0748 Eh
frontier orbital gap: 9.81 eV

---

Record 5
Computed, not measured: the molecule C4H12N2 at a distorted geometry, with ωB97M-V with the def2-TZVPD basis set.

XYZ file:
```
18
Properties=species:S:1:pos:R:3
N 1.9788 -1.6479 1.7159
C 1.1271 -1.3516 0.5108
C 0.1541 -0.2032 0.8102
N -0.5929 0.0120 -0.4814
C -0.8371 1.5094 -0.6980
C -1.8008 1.5700 -1.8605
H 2.3853 -2.5312 1.5680
H 2.4038 -0.7881 2.1901
H 1.8712 -0.9040 -0.2416
H 0.6180 -2.1591 0.2602
H 0.8677 0.6319 1.0172
H -0.4371 -0.3147 1.7570
H -1.5916 -0.3475 -0.3072
H 0.1241 2.1151 -0.9118
H -1.3232 1.8402 0.1790
H -1.4267 1.2603 -2.8932
H -2.8466 1.0839 -1.6369
H -2.2060 2.4170 -2.1975
```

Computed properties:
SMILES: CCNCCN
HOMO: -8.59 eV
calculated total energy: -269.0233 Eh
frontier orbital gap: 9.70 eV

---

Record 6
Computed, not measured: the molecule C4H12N2 at a distorted geometry, with ωB97M-V with the def2-TZVPD basis set.

XYZ file:
```
18
Properties=species:S:1:pos:R:3
C 2.4963 -1.0913 -1.2124
N 1.1782 -1.1490 -0.5651
C 0.5370 0.1479 -0.3992
C -0.5137 0.1250 0.7195
C -1.6272 1.1426 0.4955
N -2.8986 0.7909 1.1253
H 2.6185 -0.1970 -1.8181
H 3.3330 -1.0126 -0.5186
H 2.6132 -1.9261 -1.9028
H 1.3245 -1.6291 0.3184
H 0.0919 0.4087 -1.3564
H 1.2689 0.9087 -0.1514
H -0.0757 0.3988 1.6744
H -0.9221 -0.8839 0.7188
H -1.7921 1.3384 -0.5626
H -1.3209 2.0763 0.9521
H -3.5550 0.3148 0.5242
H -2.7563 0.2367 1.9584
```

Computed properties:
SMILES: CNCCCN
HOMO: -8.77 eV
calculated total energy: -269.0818 Eh
frontier orbital gap: 9.93 eV

---

- Which of these has the lowest calculated total energy?
  C4H12IO4

---

- The highest calculated total energy belongs to which entry?
  number 3